# 1
Here is C47H41N6P2Pt as an isolated structure from the Open Molecules 2025 dataset. Energies are from ωB97M-V/def2-TZVPD.

The calculation puts the strongest force on any atom at 0.395 eV Å⁻¹. The energy above the lowest of the compared OMol25 structures with the same formula, charge and spin comes out at 4.1 kcal/mol. The HOMO energy (spin up / spin down) is -13.98 / -15.32 eV. Its charge is +3. As for the spin multiplicity: 5. As for the LUMO energy (spin up / spin down): -7.1 / -10.5 eV. The energy comes out at -80143.564 eV.

Each line ends with the Mulliken spin population.
Positions of all 97 atoms, in Å:
Pt: 1.013521 -1.086791 0.553712  0.4274
C: -3.322856 -1.386940 4.149454  0.0658
C: -3.239052 -1.399076 2.763936  -0.0197
C: -2.057929 -1.031269 2.138927  0.0078
C: -0.953306 -0.654504 2.893254  -0.0077
C: -1.030229 -0.640965 4.284636  0.0832
C: -2.216122 -1.008265 4.900580  -0.0157
N: 0.234009 -0.256974 2.227542  0.3302
N: 1.093040 0.432158 2.958253  0.3652
C: 2.238643 0.755434 2.329680  -0.0270
C: 3.204891 1.538586 2.987508  0.0867
C: 4.335739 1.914359 2.312842  0.0137
C: 4.508535 1.525609 0.973897  0.0954
C: 3.556563 0.733438 0.392092  -0.0083
N: 2.451529 0.323433 1.049856  0.0741
H: -4.241912 -1.671803 4.643228  0.0032
H: -4.096720 -1.686475 2.168062  -0.0002
H: -1.995111 -1.023185 1.062292  0.0352
H: -0.170303 -0.347391 4.867872  0.0016
H: -2.274039 -1.003945 5.980798  0.0006
H: 3.019226 1.820681 4.014065  -0.0008
H: 5.089675 2.513093 2.806553  -0.0006
H: 5.377903 1.825823 0.407624  0.0020
H: 3.660637 0.393387 -0.627637  0.0148
N: -0.716338 1.731548 -0.612966  0.1352
P: -0.058282 2.659888 0.612016  0.2835
C: -1.329961 3.683831 1.277974  0.1103
C: -2.442119 3.066104 1.872529  0.0398
C: -3.453293 3.845359 2.396971  -0.0180
C: -3.356532 5.233435 2.346508  0.0592
C: -2.249829 5.848327 1.772316  -0.0117
C: -1.227595 5.082720 1.242895  0.0456
C: 1.348788 3.581523 0.068610  0.1573
C: 1.786242 3.538754 -1.261352  0.0482
C: 2.863402 4.318527 -1.640971  -0.0168
C: 3.508591 5.122193 -0.705710  0.0643
C: 3.087397 5.148639 0.619607  -0.0299
C: 2.015706 4.370388 1.016897  0.0617
P: -0.231715 0.217847 -1.251383  0.2137
C: 0.641343 0.596735 -2.777970  0.0423
C: 2.007407 0.355538 -2.900622  0.0138
C: 2.686721 0.756808 -4.041186  0.0000
C: 2.002210 1.405471 -5.059389  -0.0016
C: 0.637005 1.645794 -4.945890  0.0062
C: -0.046921 1.240097 -3.812600  0.0096
C: -1.804776 -0.470965 -1.799783  0.0583
C: -3.018660 -0.121797 -1.204006  0.0267
C: -4.206198 -0.664680 -1.672395  -0.0094
C: -4.193002 -1.558427 -2.734234  0.0242
C: -2.989509 -1.906313 -3.336374  -0.0092
C: -1.800917 -1.365550 -2.874500  0.0085
H: -1.461251 2.193307 -1.132243  0.0059
H: -2.498226 1.988356 1.940359  0.0149
H: -4.312785 3.378175 2.858186  0.0001
H: -4.149839 5.841287 2.761073  0.0017
H: -2.188193 6.927163 1.732789  0.0012
H: -0.374754 5.563345 0.783007  0.0051
H: 1.273086 2.928258 -1.993149  0.0210
H: 3.192983 4.315914 -2.671220  0.0014
H: 4.344264 5.736560 -1.014083  0.0000
H: 3.594513 5.777795 1.338560  0.0005
H: 1.686966 4.383300 2.049826  -0.0009
H: 2.531772 -0.168048 -2.114454  0.0157
H: 3.746120 0.560816 -4.140448  0.0001
H: 2.530158 1.717998 -5.950544  0.0000
H: 0.104609 2.142746 -5.745661  0.0007
H: -1.113202 1.420758 -3.740148  -0.0003
H: -3.051155 0.588376 -0.388229  0.0007
H: -5.144815 -0.373218 -1.220053  -0.0001
H: -5.122720 -1.965378 -3.109489  0.0007
H: -2.980089 -2.577269 -4.185186  0.0000
H: -0.878221 -1.601610 -3.390933  0.0024
C: -0.285373 -2.560459 0.492873  0.4177
C: -1.025063 -3.546728 0.497393  0.0846
C: -1.858359 -4.649033 0.501044  0.1630
C: -2.889280 -4.773185 -0.478617  0.0765
C: -3.709902 -5.865458 -0.459184  -0.0063
C: -3.530260 -6.854012 0.524277  0.1921
C: -2.525771 -6.747587 1.498566  -0.0060
C: -1.695079 -5.661434 1.495472  0.0987
H: -3.001269 -3.992138 -1.219537  0.0274
H: -4.496182 -5.977657 -1.192577  0.0022
H: -4.183424 -7.717442 0.530120  0.0030
H: -2.415000 -7.522373 2.244177  0.0027
H: -0.913188 -5.546943 2.233597  -0.0022
C: 4.303724 -2.477408 0.509791  0.0178
C: 3.380171 -2.698996 -0.634925  0.0037
N: 2.145131 -2.233485 -0.799145  0.0139
C: 1.642256 -2.787598 -1.965766  0.0153
C: 2.594455 -3.568309 -2.523091  0.0032
N: 3.673756 -3.496613 -1.674491  0.0028
H: 3.753648 -2.146803 1.388297  -0.0068
H: 5.064271 -1.732367 0.273911  -0.0015
H: 4.813099 -3.407530 0.759634  0.0015
H: 0.636878 -2.601284 -2.296513  -0.0125
H: 2.600560 -4.161931 -3.419848  -0.0001
H: 4.545477 -3.992069 -1.787437  -0.0001

Cartesian forces (eV/Å) of the 2 atoms listed first:
0.01 -0.38 -0.12
0.00 -0.02 -0.01


# 2
Here is C47H42F6IN6O4S3TeV as an isolated structure at a distorted geometry from the Open Molecules 2025 dataset. Energies are from ωB97M-V/def2-TZVPD.

The calculation puts the strongest force on any atom at 2.693 eV Å⁻¹. The energy above the lowest of the compared OMol25 structures with the same formula, charge and spin comes out at 0.0 kcal/mol. The HOMO energy (spin up / spin down) is -10.27 / -10.28 eV. Its charge is +1. As for the spin multiplicity: 2. As for the LUMO energy (spin up / spin down): -3.9 / -3.3 eV. The energy comes out at -156436.526 eV.

Each line ends with the Mulliken spin population.
Positions of all 111 atoms, in Å:
V: 11.857709 -16.178692 13.262212  1.3349
C: 9.262333 -10.858833 14.785608  -0.0003
C: 8.073113 -11.351114 13.996031  0.0013
C: 7.219338 -10.440496 13.358607  -0.0010
C: 6.119740 -10.808794 12.603112  -0.0001
C: 5.767580 -12.153309 12.548518  -0.0002
C: 6.523730 -13.067783 13.234613  -0.0007
C: 7.661309 -12.669551 13.895270  0.0001
N: 8.528117 -13.681532 14.481832  0.0001
C: 9.399692 -14.394050 13.705098  0.0211
N: 9.024069 -14.661717 12.462920  -0.0070
C: 9.820585 -14.909454 11.337865  -0.0116
C: 11.061548 -15.497650 11.520657  -0.0781
C: 11.872162 -15.614788 10.393939  0.0119
C: 11.435829 -15.201705 9.124454  -0.0110
C: 10.176707 -14.634030 8.978125  0.0109
C: 9.349340 -14.488416 10.073451  -0.0077
C: 8.081783 -13.716974 9.890336  0.0002
N: 10.590038 -14.845432 14.169991  -0.0510
C: 11.003455 -14.284467 15.449770  -0.0055
C: 12.011625 -13.308381 15.458336  0.0013
C: 12.627031 -12.852008 16.594038  -0.0031
C: 12.117324 -13.305542 17.803657  0.0023
C: 11.145933 -14.274644 17.826980  0.0014
C: 10.557995 -14.787838 16.677517  -0.0062
C: 9.468813 -15.787024 16.795873  -0.0004
H: 10.140294 -10.812504 14.112069  -0.0001
H: 9.515337 -11.542202 15.544397  0.0004
H: 9.050635 -9.887197 15.238675  0.0000
H: 7.521457 -9.394008 13.404859  0.0000
H: 5.491829 -10.091127 12.166014  0.0001
H: 4.878102 -12.483714 12.071920  0.0000
H: 6.210517 -14.105704 13.323736  0.0001
H: 8.868930 -13.533655 15.419166  -0.0012
H: 8.097131 -14.213524 12.282342  0.0001
H: 12.859467 -16.104208 10.420902  0.0016
H: 12.189754 -15.368454 8.295507  -0.0004
H: 9.771058 -14.306884 8.028017  0.0001
H: 7.918813 -13.365598 8.876907  0.0000
H: 8.150938 -12.796586 10.491834  -0.0002
H: 7.246245 -14.272060 10.244958  -0.0001
H: 12.230272 -12.848246 14.507121  0.0010
H: 13.369292 -12.061576 16.573145  -0.0004
H: 12.622584 -12.950441 18.734598  0.0002
H: 10.802282 -14.609542 18.827769  -0.0002
H: 9.578520 -16.392250 17.696127  -0.0001
H: 9.486664 -16.462093 15.962214  0.0004
H: 8.501164 -15.288493 16.902617  0.0005
F: 13.298492 -21.417883 8.825850  0.0000
C: 13.835634 -20.469834 9.621294  -0.0001
F: 13.388290 -19.282043 9.208298  0.0001
F: 15.153828 -20.435537 9.500953  0.0000
S: 13.384935 -20.722464 11.405801  0.0008
O: 11.991178 -20.391330 11.477725  0.0002
O: 13.896791 -22.022246 11.702655  0.0001
N: 14.277321 -19.632479 12.157930  0.0002
S: 14.363392 -18.290400 12.809899  0.0072
O: 13.334827 -17.243984 12.435102  -0.0160
O: 14.653959 -18.297100 14.175474  0.0011
C: 15.980615 -17.772139 12.061986  0.0009
F: 15.857705 -17.593642 10.744022  0.0003
F: 16.890093 -18.717595 12.295344  0.0000
F: 16.397221 -16.666306 12.666545  0.0001
I: 9.648107 -18.071264 12.698024  -0.0358
C: 10.163997 -19.276875 14.226950  0.0025
C: 9.648601 -20.535483 14.347815  -0.0004
C: 10.065425 -21.396742 15.384270  -0.0003
C: 11.000039 -20.944846 16.289399  -0.0002
C: 11.538920 -19.622066 16.141124  -0.0046
C: 12.593565 -19.182960 17.018097  0.0030
C: 13.100687 -17.954738 16.860847  -0.0152
C: 12.706456 -17.132640 15.724822  0.0333
C: 11.704950 -17.477441 14.889104  -0.1201
C: 11.117868 -18.771197 15.103199  0.0143
H: 8.931856 -20.878877 13.610001  0.0013
H: 9.628047 -22.371684 15.546379  0.0000
H: 11.280384 -21.564691 17.128387  -0.0004
H: 12.982781 -19.828574 17.758416  -0.0001
H: 13.913572 -17.602710 17.473579  -0.0003
H: 13.266855 -16.179717 15.619822  -0.0204
Te: 13.923591 -14.259583 12.409866  -0.0515
C: 15.226800 -13.536890 13.896118  -0.0027
C: 15.413307 -12.168336 14.057508  -0.0050
C: 16.146252 -11.669631 15.150140  0.0017
C: 16.636196 -12.551885 16.122210  -0.0035
C: 16.420584 -13.943048 15.917747  0.0029
C: 15.754719 -14.455132 14.793771  0.0001
C: 12.966956 -12.423385 11.712507  -0.0073
C: 13.568923 -11.519586 10.866353  0.0039
C: 12.843721 -10.457501 10.318076  0.0003
C: 11.452503 -10.396567 10.508353  0.0002
C: 10.855492 -11.338600 11.361837  -0.0018
C: 11.604911 -12.295246 12.006042  -0.0075
H: 15.073631 -11.452842 13.287338  0.0004
H: 16.329771 -10.601620 15.239506  0.0000
H: 17.065711 -12.152575 17.046150  -0.0001
H: 16.803719 -14.663989 16.659831  0.0001
H: 15.625784 -15.538768 14.633707  0.0011
H: 14.649247 -11.494965 10.662115  0.0001
H: 13.371838 -9.740461 9.693414  0.0000
H: 10.873791 -9.646418 10.023170  0.0000
H: 9.810152 -11.259066 11.536174  -0.0002
H: 11.144392 -12.976876 12.677946  0.0140
N: 14.085002 -13.074864 6.647601  0.0000
C: 15.303514 -13.144929 7.282416  -0.0002
N: 16.346074 -12.670053 6.588649  0.0000
S: 15.408504 -13.779537 8.834756  0.0000
H: 13.881050 -12.671709 5.757249  0.0000
H: 13.292413 -13.292794 7.231215  0.0000
H: 16.331252 -12.418994 5.602717  0.0000
H: 17.276237 -12.776706 7.014463  0.0000

Cartesian forces (eV/Å) of the 2 atoms listed first:
-0.40 0.11 1.25
-0.16 0.27 -1.47


Question: Among the records above, which one has the highest spin multiplicity?
Answer: C47H41N6P2Pt